Computed, not measured: a 8-piece molecular cluster, C8H32N14O8 overall, with ωB97M-V/def2-TZVPD.

## Properties
ΔE to the lowest compared entry with this formula, charge and spin in kJ/mol: 284.53
LUMO energy in eV: 0.1
Gap between HOMO and LUMO in eV: 8.97
F_max in eV/Å: 7.34
Structure (SMILES): NC(N)=O.NC(N)=O.NC(N)=O.NC(N)=O.NC(N)=O.NC(N)=O.NC(N)=O.CO
2S+1: 1

Each line ends with the Mulliken charge.
Cartesian coordinates (Å):
N -3.775 1.715 2.871  -0.21
C -4.603 1.575 1.823  0.55
N -4.009 1.775 0.657  -0.22
O -5.839 1.640 2.026  -0.72
H -4.143 1.721 3.811  0.18
H -2.774 1.795 2.763  0.12
H -4.519 1.910 -0.203  0.19
H -3.004 1.819 0.749  0.19
N 0.685 2.866 2.839  -0.34
C -0.247 3.392 2.069  0.56
N -0.237 4.705 2.021  -0.44
O -1.140 2.695 1.507  -0.65
H 0.574 1.911 3.150  0.17
H 1.416 3.357 3.333  0.19
H -0.927 5.249 1.524  0.24
H 0.420 5.130 2.660  0.16
N 2.911 -4.026 -3.959  -0.42
C 2.531 -3.299 -2.926  0.60
N 1.476 -2.578 -3.239  -0.15
O 3.192 -3.181 -1.874  -0.80
H 3.659 -4.681 -3.782  0.25
H 2.391 -4.090 -4.822  0.17
H 0.955 -2.170 -2.477  0.20
H 0.962 -2.832 -4.070  0.21
N -1.472 -1.108 0.790  -0.15
C -0.591 -0.859 -0.113  0.35
N -0.240 0.417 -0.122  0.12
O -0.251 -1.546 -1.081  -0.94
H -1.639 -0.290 1.359  -0.05
H -1.530 -2.069 1.096  0.31
H -0.441 1.049 0.639  -0.02
H 0.244 0.769 -0.937  0.14
N 2.175 -2.385 0.581  -0.07
C 2.897 -2.191 1.643  0.64
N 4.179 -2.263 1.360  -0.39
O 2.456 -1.916 2.709  -0.76
H 2.598 -2.810 -0.232  0.26
H 1.177 -2.227 0.560  0.11
H 4.467 -2.538 0.432  0.17
H 4.807 -2.158 2.144  0.22
N 0.392 -0.850 4.581  -0.38
C -0.748 -0.368 4.297  0.56
N -1.543 -0.469 5.284  -0.45
O -0.963 0.142 3.237  -0.43
H 0.445 -1.392 5.432  0.15
H 0.990 -0.872 3.768  0.24
H -2.401 0.033 5.109  0.26
H -1.166 -0.683 6.197  0.18
N -0.989 -0.210 -3.354  -0.19
C -1.298 -0.843 -4.389  0.52
N -1.183 -0.080 -5.432  -0.39
O -1.750 -1.952 -4.381  -0.69
H -0.366 0.585 -3.369  0.16
H -1.066 -0.719 -2.485  0.30
H -1.371 -0.513 -6.325  0.23
H -1.109 0.925 -5.359  0.18
C 1.741 2.104 -3.662  -0.72
O 0.738 2.002 -2.675  -0.62
H 1.872 1.082 -4.018  0.24
H 1.382 2.694 -4.505  0.26
H 2.679 2.467 -3.242  0.36
H 0.926 2.644 -1.986  0.30


Computed, not measured: a 9-piece molecular cluster, C8H32N15O11 overall, with ωB97M-V/def2-TZVPD.

## Properties
LUMO energy (alpha / beta) in eV: -0.2 / -6.2
Gap between HOMO and LUMO (alpha / beta) in eV: 8.72 / 2.62
F_max in eV/Å: 10.13
2S+1: 2
Expectation value of S²: 0.767

Each line ends with the Mulliken charge.
Cartesian coordinates (Å):
N -0.262 0.029 0.406  0.68
O 0.228 -1.077 0.574  -0.58
O 0.454 1.018 0.428  -0.82
O -1.393 0.227 0.041  -0.77
C -0.440 -4.738 0.035  -0.44
O -0.859 -4.660 1.324  -0.51
H -1.250 -5.082 -0.609  0.27
H -0.417 -3.757 -0.439  0.06
H 0.497 -5.265 -0.149  0.29
H -0.133 -4.123 1.650  0.31
C 1.982 -1.128 3.920  0.59
O 2.447 -0.812 4.987  -0.74
N 2.114 -0.364 2.935  -0.15
N 1.365 -2.187 3.649  -0.25
H 1.473 -0.586 2.186  0.07
H 2.608 0.517 2.954  0.15
H 1.049 -2.331 2.700  0.16
H 1.232 -2.845 4.403  0.19
C 3.713 2.940 0.329  0.39
O 4.304 3.917 0.746  -0.73
N 2.429 2.763 0.702  -0.28
N 4.149 2.047 -0.481  -0.20
H 1.961 3.508 1.198  0.21
H 1.853 1.950 0.533  0.44
H 3.557 1.297 -0.809  0.18
H 5.074 2.149 -0.874  0.20
C 3.406 -0.791 -2.153  0.56
O 2.651 -0.761 -3.169  -0.64
N 3.033 -1.017 -0.998  -0.09
N 4.662 -0.644 -2.145  -0.35
H 3.702 -1.102 -0.247  0.21
H 2.055 -0.989 -0.744  -0.09
H 5.091 -0.336 -3.006  0.24
H 5.119 -0.637 -1.245  0.19
C -2.807 0.731 3.798  0.58
O -3.352 1.074 2.745  -0.65
N -1.771 -0.041 3.709  -0.23
N -3.149 1.114 5.039  -0.44
H -1.626 -0.427 2.787  0.05
H -1.426 -0.599 4.477  0.22
H -3.866 1.823 5.090  0.26
H -2.927 0.465 5.781  0.20
C -4.092 2.141 -1.151  0.51
O -5.041 2.845 -1.439  -0.66
N -3.237 1.603 -1.988  -0.04
N -3.838 1.768 0.059  0.01
H -3.243 2.147 -2.839  0.26
H -2.372 1.164 -1.706  0.11
H -3.052 1.169 0.264  0.47
H -4.319 2.032 0.907  0.24
C 0.037 2.651 -3.031  0.71
O 0.753 1.689 -3.246  -0.46
N -0.620 3.286 -3.982  -0.44
N -0.384 3.011 -1.877  -0.12
H -0.462 3.051 -4.951  0.22
H -1.263 3.986 -3.639  0.13
H -0.337 2.391 -1.080  0.06
H -0.827 3.914 -1.784  0.21
C -1.483 -2.182 -2.864  0.60
O -0.462 -1.627 -3.252  -0.59
N -1.577 -3.451 -3.029  -0.41
N -2.327 -1.768 -1.962  -0.20
H -0.867 -3.859 -3.620  0.22
H -2.438 -3.953 -2.866  0.18
H -1.984 -0.988 -1.419  0.03
H -3.095 -2.289 -1.565  0.19


Computed, not measured: a 8-piece molecular cluster, C8H32N16O8 overall, with ωB97M-V/def2-TZVPD.

## Properties
ΔE to the lowest compared entry with this formula, charge and spin in kJ/mol: 795.22
LUMO energy in eV: 0.1
Gap between HOMO and LUMO in eV: 9.27
F_max in eV/Å: 9.53
Structure (SMILES): NC(N)=O.NC(N)=O.NC(N)=O.NC(N)=O.NC(N)=O.NC(N)=O.NC(N)=O.NC(N)=O
2S+1: 1

Each line ends with the Mulliken charge.
Cartesian coordinates (Å):
N 2.577 -3.976 3.150  -0.34
C 3.634 -3.359 3.531  0.65
N 3.693 -2.101 3.154  -0.35
O 4.535 -3.964 4.072  -0.68
H 2.033 -3.380 2.544  0.18
H 2.159 -4.720 3.690  0.20
H 4.495 -1.544 3.412  0.20
H 2.967 -1.615 2.647  0.16
N -5.908 2.351 -2.298  -0.38
C -4.977 2.952 -2.860  0.67
N -5.342 3.518 -3.970  -0.36
O -3.853 2.914 -2.401  -0.67
H -6.884 2.363 -2.557  0.16
H -5.661 1.584 -1.688  0.22
H -4.686 4.039 -4.534  0.22
H -6.303 3.429 -4.266  0.15
N -3.875 -5.283 0.546  -0.41
C -4.500 -4.839 1.581  0.75
N -4.704 -5.706 2.558  -0.43
O -4.996 -3.726 1.515  -0.68
H -3.363 -6.153 0.559  0.16
H -3.983 -4.701 -0.272  0.22
H -4.307 -6.624 2.415  0.17
H -5.111 -5.291 3.383  0.24
N -0.232 0.402 0.029  -0.32
C -0.250 -0.853 0.261  0.73
N -1.518 -1.238 0.044  -0.33
O 0.706 -1.437 0.752  -0.67
H 0.593 0.954 0.217  0.17
H -0.978 0.782 -0.537  0.10
H -2.086 -0.571 -0.461  0.13
H -1.825 -2.200 0.049  0.17
N -1.930 -3.723 5.709  -0.44
C -1.627 -2.493 5.492  0.65
N -0.391 -2.254 5.298  -0.33
O -2.513 -1.644 5.543  -0.68
H -2.877 -3.914 6.003  0.21
H -1.377 -4.472 5.317  0.20
H 0.039 -1.433 4.898  0.20
H 0.135 -2.971 5.778  0.19
N 0.226 5.581 -5.588  -0.43
C -0.899 5.119 -5.092  0.67
N -0.776 3.936 -4.803  -0.32
O -1.878 5.863 -4.825  -0.71
H 1.061 5.037 -5.756  0.15
H 0.198 6.486 -6.035  0.22
H 0.089 3.481 -5.057  0.17
H -1.532 3.569 -4.242  0.25
N 4.828 4.815 0.261  -0.39
C 3.719 4.332 -0.111  0.62
N 2.738 4.597 0.640  -0.36
O 3.654 3.545 -1.064  -0.70
H 4.969 5.386 1.082  0.17
H 5.628 4.460 -0.243  0.23
H 1.754 4.445 0.470  0.25
H 2.941 5.453 1.136  0.18
N 4.263 -0.514 -2.006  -0.30
C 5.309 -1.212 -2.281  0.71
N 6.062 -0.477 -2.956  -0.38
O 5.656 -2.287 -1.885  -0.66
H 3.640 -0.803 -1.265  0.15
H 4.084 0.348 -2.502  0.12
H 5.703 0.409 -3.282  0.15
H 7.052 -0.668 -2.901  0.22


Computed, not measured: C8H32N16O8Y as an isolated structure, with ωB97M-V/def2-TZVPD.

## Properties
ΔE to the lowest compared entry with this formula, charge and spin in kJ/mol: 1892.44
LUMO energy in eV: -12.9
Net charge: +3
Gap between HOMO and LUMO in eV: 3.23
F_max in eV/Å: 8.28
2S+1: 1

Each line ends with the Mulliken charge.
Cartesian coordinates (Å):
Y -0.027 0.095 -0.680  2.55
C -2.804 4.556 -0.966  0.64
O -2.222 3.538 -1.128  -0.60
N -2.649 5.388 0.033  -0.37
N -3.730 5.056 -1.761  -0.42
H -3.407 6.013 0.268  0.19
H -1.755 5.395 0.503  0.21
H -4.022 4.477 -2.535  0.21
H -4.255 5.909 -1.628  0.17
C -0.435 -4.927 -2.504  0.67
O -0.334 -3.696 -2.400  -0.65
N -1.413 -5.595 -1.911  -0.38
N 0.334 -5.733 -3.215  -0.38
H -2.148 -5.115 -1.410  0.21
H -1.548 -6.551 -2.206  0.17
H 1.077 -5.419 -3.823  0.23
H -0.036 -6.645 -3.443  0.19
C -1.826 1.788 3.974  0.70
O -1.486 1.388 2.886  -0.63
N -2.738 1.148 4.678  -0.40
N -1.288 2.735 4.728  -0.36
H -2.895 1.465 5.624  0.16
H -3.195 0.350 4.261  0.19
H -1.774 2.994 5.576  0.17
H -0.438 3.221 4.481  0.20
C 2.612 4.296 -2.262  0.65
O 2.057 3.377 -1.636  -0.69
N 3.818 4.204 -2.695  -0.36
N 1.950 5.363 -2.547  -0.31
H 4.291 4.938 -3.203  0.20
H 4.304 3.381 -2.368  0.23
H 1.044 5.691 -2.243  0.20
H 2.485 5.936 -3.184  0.16
C -4.938 -1.397 -1.943  0.67
O -3.904 -1.026 -1.397  -0.63
N -5.820 -2.216 -1.437  -0.38
N -5.355 -0.964 -3.069  -0.35
H -6.624 -2.502 -1.976  0.17
H -5.820 -2.724 -0.564  0.20
H -6.345 -1.016 -3.263  0.19
H -4.754 -0.423 -3.674  0.20
C 4.598 -1.584 -2.192  0.64
O 3.481 -1.284 -1.743  -0.66
N 5.644 -1.469 -1.500  -0.36
N 4.855 -1.859 -3.438  -0.37
H 6.548 -1.732 -1.866  0.20
H 5.399 -1.342 -0.528  0.22
H 4.081 -1.808 -4.085  0.21
H 5.747 -2.150 -3.811  0.19
C -0.647 -3.985 2.605  0.63
O -0.428 -3.071 1.862  -0.63
N -0.027 -5.072 2.733  -0.34
N -1.733 -4.205 3.232  -0.36
H 0.747 -5.155 2.089  0.22
H -0.461 -5.845 3.217  0.18
H -2.461 -3.514 3.341  0.19
H -1.827 -5.037 3.797  0.14
C 3.684 1.416 3.040  0.59
O 2.807 0.964 2.338  -0.64
N 3.738 2.639 3.406  -0.42
N 4.558 0.593 3.644  -0.39
H 4.701 2.931 3.501  0.25
H 3.115 3.183 2.827  0.26
H 4.594 -0.390 3.415  0.22
H 5.301 1.023 4.175  0.18